Record 1
The following is a DFT calculation (wB97M-V/def2-TZVPD) of a 2-piece molecular cluster, C11H14N2O overall at a distorted geometry.

Results
electronic energy	-16660.670	eV
ΔE to the lowest compared entry with this formula, charge and spin	2.2424	eV
total charge	0
HOMO energy	-0.2810	Eh
gap between HOMO and LUMO	8.38	eV

CARTESIAN COORDINATES (ANGSTROEM)
C 1.88016 1.18269 0.09650
C -0.20198 0.13606 1.25699
C 0.96581 0.99109 1.22885
C -0.78886 0.28917 2.55349
C 1.04349 1.64181 2.43562
C -0.59310 -0.80698 0.29991
C -1.69482 -1.58551 0.65969
C -2.27259 -1.43785 1.99295
C -1.84150 -0.51926 2.97360
N 0.10982 1.10755 3.31374
H -0.13503 -1.02034 -0.68152
H -2.16138 -2.28698 0.01782
H -2.99878 -2.29336 2.16091
H 2.09228 2.24848 -0.25527
H 1.61059 0.65559 -0.76260
H 1.67025 2.35573 2.65033
H 0.00563 1.52941 4.16041
H -2.22507 -0.56122 4.08920
H 2.89192 0.76821 0.41117
C -0.42358 -1.03943 -3.32703
C 0.97381 -0.41724 -3.20174
O 2.02419 -1.10014 -3.28831
N 0.81352 0.87069 -2.76927
H -0.98382 -0.63652 -4.25789
H -1.09933 -0.76635 -2.45317
H 1.63893 1.48722 -2.63075
H 0.02065 1.34763 -3.29694
H -0.32121 -2.14016 -3.37669

Record 2
The following is a DFT calculation (wB97M-V/def2-TZVPD) of a 2-piece molecular cluster, C11H14N2O overall at a distorted geometry.

Results
electronic energy	-16661.117	eV
ΔE to the lowest compared entry with this formula, charge and spin	1.7958	eV
total charge	0
HOMO energy	-0.3025	Eh
gap between HOMO and LUMO	9.13	eV

CARTESIAN COORDINATES (ANGSTROEM)
C -0.91151 3.78397 -1.05253
C -1.33322 2.89906 2.35862
C -0.67610 3.48097 0.39373
C 0.11646 4.13113 1.28429
N -1.54969 2.66628 1.09869
N -0.28153 3.74074 2.53387
H -2.06235 2.61727 3.10356
H 0.04419 4.08241 3.41948
H 0.82349 4.93424 1.15756
H -1.26893 4.80839 -1.18312
H -1.81064 3.26660 -1.36060
H -0.07229 3.47315 -1.67176
C 0.80824 -1.58449 -2.81162
C 0.37878 -3.47780 1.01976
C -0.47578 -2.43441 0.64943
C 1.18262 -4.07911 0.07396
C -0.30748 -1.86724 -0.59189
C 1.28479 -3.51096 -1.19834
C 0.71959 -2.27144 -1.46593
O 0.27468 -3.90119 2.31563
H -1.24604 -2.14019 1.34082
H 1.08870 -4.30796 2.61938
H 1.68935 -5.01499 0.28561
H -0.98918 -1.13571 -1.01152
H 2.04390 -3.87560 -1.88615
H 0.95157 -0.51763 -2.66222
H -0.08568 -1.83829 -3.37805
H 1.66410 -1.92715 -3.38068

Record 3
The following is a DFT calculation (wB97M-V/def2-TZVPD) of a 2-piece molecular cluster, C11H14N2O overall at a distorted geometry.

Results
electronic energy	-16660.702	eV
ΔE to the lowest compared entry with this formula, charge and spin	2.2109	eV
total charge	0
HOMO energy	-0.3059	Eh
gap between HOMO and LUMO	9.06	eV

CARTESIAN COORDINATES (ANGSTROEM)
C -4.25083 -0.01426 -1.29644
C -0.53108 -0.35853 -1.53816
C -0.26394 -1.59493 -0.90972
C -1.81863 0.05948 -1.78427
C -2.87444 -0.67552 -1.21871
C -1.32159 -2.24356 -0.34054
C -2.63670 -1.70588 -0.36201
O 1.01262 -2.08213 -0.92953
H 0.36868 0.21188 -1.75835
H -1.98432 1.03803 -2.21672
H -1.22362 -3.29215 -0.01845
H 1.03346 -3.02601 -1.14273
H -4.24515 0.74560 -2.09656
H -4.49597 0.61796 -0.46599
H -3.45194 -2.27376 0.07449
H -4.94224 -0.82067 -1.48381
C 1.67397 -0.60875 1.89241
C 2.27538 2.91421 1.79193
C 1.93110 0.78147 1.51798
C 2.52192 1.29036 0.37654
N 1.69654 1.87331 2.35063
N 2.60330 2.65220 0.50445
H 2.13582 3.92490 2.20009
H 3.10797 3.17473 -0.18980
H 2.84136 0.85112 -0.56138
H 2.49170 -1.02275 2.47175
H 1.29964 -1.16953 1.03106
H 0.79581 -0.77030 2.57380

- Number 1 is which compound?
  C11H14N2O